1.
DFT (ωB97M-V/def2-TZVPD) results for a molecular structure, C38H39N2S4SiTa in a non-equilibrium geometry.

XYZ file:
```
85
Properties=species:S:1:pos:R:3:forces:R:3
Ta 0.67700 -0.39859 -1.09587 0.411 0.227 1.143
C 0.43955 1.51794 -3.89873 0.038 -0.111 -0.024
C 0.08259 2.56290 -2.87533 0.052 0.195 0.057
C 0.47140 3.88029 -3.08259 -0.032 -0.104 -0.028
C 0.13276 4.87133 -2.17579 0.018 0.044 0.004
C -0.60469 4.56721 -1.04663 -0.011 -0.076 0.053
C -1.01599 3.26477 -0.77811 0.033 0.139 -0.139
C -1.80720 3.00202 0.46927 -0.019 -0.055 0.072
C -0.65170 2.28930 -1.71180 -0.071 -0.243 0.081
N -0.98565 0.89326 -1.48592 -0.295 0.228 -0.503
C -2.19606 0.43856 -1.51611 0.508 -0.154 0.258
C -3.40650 1.25153 -1.74771 0.007 0.044 -0.012
C -2.30040 -1.06649 -1.35343 0.435 0.393 0.164
C -3.65986 -1.65916 -1.33113 0.149 -0.165 0.089
N -1.16199 -1.68001 -1.23340 -1.167 -0.405 -0.617
C -1.17017 -3.12476 -1.46681 0.109 0.465 0.107
C -0.55661 -3.94899 -0.52370 -0.007 -0.244 0.003
C 0.04797 -3.41328 0.73776 -0.058 0.093 -0.052
C -0.48955 -5.30838 -0.79347 -0.041 0.069 0.017
C -0.99555 -5.82415 -1.97777 -0.014 0.010 0.011
C -1.54561 -4.97589 -2.91951 0.043 -0.001 0.094
C -1.63380 -3.60226 -2.69829 0.071 -0.201 0.017
C -2.12384 -2.75920 -3.84302 0.004 0.195 -0.028
H 0.35326 1.93299 -4.90223 0.017 0.016 -0.002
H -0.20749 0.63840 -3.87298 -0.031 0.014 0.003
H 1.47442 1.18018 -3.78709 -0.001 0.015 0.025
H 1.02659 4.12890 -3.97713 0.015 0.015 -0.025
H 0.43666 5.89277 -2.35828 0.013 0.022 -0.008
H -0.86776 5.34952 -0.34721 -0.012 0.025 0.024
H -1.23221 3.30995 1.34183 0.014 0.035 0.015
H -2.07352 1.95817 0.62169 0.030 -0.009 0.011
H -2.72496 3.59141 0.46364 -0.025 0.018 -0.017
H -3.16155 2.27778 -2.00780 0.011 -0.027 -0.011
H -4.02179 1.25161 -0.84377 -0.015 0.014 0.028
H -4.00592 0.79710 -2.53826 -0.022 0.014 -0.015
H -4.24574 -1.12936 -0.57651 -0.031 0.008 0.013
H -3.63266 -2.71986 -1.10047 -0.006 0.000 0.001
H -4.16780 -1.51600 -2.28450 -0.022 0.006 -0.058
H -0.68845 -2.97042 1.40682 -0.001 -0.055 0.006
H 0.81782 -2.64671 0.53909 0.029 0.013 -0.017
H 0.55407 -4.20667 1.28280 0.080 0.032 0.006
H -0.02975 -5.96454 -0.06719 0.012 -0.033 0.010
H -0.93536 -6.88545 -2.17513 0.000 -0.010 -0.003
H -1.89334 -5.37253 -3.86389 -0.011 -0.015 -0.028
H -1.70137 -3.13944 -4.77130 -0.012 -0.006 -0.015
H -1.83844 -1.70668 -3.77719 0.023 -0.005 0.040
H -3.20824 -2.80229 -3.94985 -0.049 -0.028 0.022
S 2.98269 0.26353 -0.99459 -0.546 0.501 0.111
S 4.26419 -1.07116 -1.81063 0.494 0.032 -0.469
S 3.17975 -2.78948 -1.80000 -0.588 -0.010 0.056
S 1.38905 -2.00070 -2.55314 0.731 -0.843 -0.421
C -2.93899 0.64790 3.55255 -0.060 0.001 0.026
C -1.89802 1.47589 3.94929 -0.050 -0.017 -0.008
C -0.65875 1.37836 3.33715 0.039 0.004 -0.066
C -0.42586 0.44292 2.32001 0.042 0.241 0.137
C -1.48682 -0.38029 1.94656 0.022 -0.032 -0.017
C -2.73400 -0.28687 2.54823 0.011 0.034 0.010
Si 1.27951 0.37817 1.54118 -0.006 -0.290 -0.330
C 2.09838 2.05928 1.48537 -0.054 0.095 0.209
C 2.68417 2.45616 2.69770 0.039 -0.160 -0.004
C 3.31221 3.68377 2.82877 0.008 0.057 -0.055
C 3.37677 4.54312 1.74236 0.039 0.078 0.011
C 2.80718 4.17508 0.53294 -0.040 -0.040 0.066
C 2.16766 2.95106 0.41222 -0.100 0.050 0.006
C 2.38337 -0.88382 2.33777 -0.014 -0.010 0.127
C 1.83803 -1.93016 3.09057 -0.101 0.056 -0.039
C 2.65164 -2.86482 3.71112 0.004 0.037 -0.002
C 4.02946 -2.75732 3.59842 0.089 -0.020 0.020
C 4.59352 -1.71310 2.87682 -0.005 -0.013 0.035
C 3.77927 -0.78184 2.25697 -0.116 -0.024 -0.153
H -3.90368 0.72297 4.03521 -0.024 0.005 0.007
H -2.05600 2.19884 4.73764 0.010 0.019 0.022
H 0.12990 2.05084 3.65218 0.034 -0.006 -0.005
H -1.33505 -1.12647 1.18062 -0.017 -0.042 -0.007
H -3.53779 -0.95170 2.25747 -0.008 -0.027 -0.013
H 2.67702 1.78723 3.55204 -0.012 -0.026 0.003
H 3.76334 3.96371 3.77072 -0.008 -0.006 0.024
H 3.87485 5.49887 1.83617 0.014 -0.001 0.006
H 2.86252 4.84076 -0.31766 -0.007 0.010 -0.024
H 1.72813 2.71262 -0.54910 -0.019 -0.064 -0.025
H 0.76269 -2.00351 3.21565 0.000 0.004 -0.006
H 2.21453 -3.66237 4.29606 -0.011 -0.014 0.021
H 4.67211 -3.47475 4.09077 -0.011 -0.028 0.003
H 5.66858 -1.61809 2.81324 0.027 0.001 -0.006
H 4.23187 0.03859 1.71436 0.021 0.047 -0.024
```
Positions in Å, forces in eV/Å.

Computed properties:
E_LUMO   -8.16 eV
Gap between HOMO and LUMO   5.1697 eV
Highest occupied orbital energy   -13.33 eV
Total charge   +2

Atom charges from the Löwdin analysis, given in e for atoms 1 to 8: 1.12, -0.04, -0.22, -0.01, -0.03, -0.02, -0.21, -0.01

2.
DFT (ωB97M-V/def2-TZVPD) results for C18H20N2O3S in the gas phase.

XYZ file:
```
44
Properties=species:S:1:pos:R:3:forces:R:3
C -0.52155 1.11969 -1.32622 -0.084 0.045 0.025
C -1.95852 1.03247 -0.90877 0.030 -0.039 0.101
C -2.97452 0.94045 -1.84577 -0.021 0.024 0.015
C -4.29355 0.83175 -1.44237 -0.035 -0.011 -0.046
C -4.60400 0.82468 -0.09634 0.021 -0.011 -0.034
C -3.61203 0.92614 0.87114 0.086 0.021 0.014
C -2.28414 1.01923 0.45069 -0.343 -0.175 -0.254
N -1.23339 1.13584 1.39075 -0.079 0.522 -0.418
C -0.93630 0.23149 2.34466 0.532 0.041 0.451
O -1.54983 -0.78982 2.56473 -0.103 -0.254 0.038
C 0.30025 0.64185 3.16716 -0.251 0.068 0.009
N 1.53638 0.56959 2.41636 -0.135 -0.311 0.299
C 1.92860 1.53355 1.56810 0.524 -0.169 0.102
O 1.25658 2.52791 1.33107 -0.103 0.363 -0.098
C 3.28824 1.30507 0.92724 -0.108 -0.036 -0.194
H 3.77310 2.27579 0.81833 -0.068 -0.043 0.072
H 3.90090 0.66075 1.55770 0.019 0.060 -0.031
C 3.12137 0.67062 -0.45604 0.064 0.019 0.412
C 2.61337 -0.75711 -0.36554 0.212 0.371 -0.013
O 2.59265 -1.37331 0.68404 0.064 -0.071 -0.076
C 2.15159 -1.35148 -1.60570 -0.335 -0.769 -0.386
C 2.16197 -0.86376 -2.89284 0.106 -0.022 0.590
C 1.59943 -1.75702 -3.81388 -0.137 -0.243 -0.177
C 1.16422 -2.90872 -3.22240 0.073 0.036 0.333
S 1.43586 -2.93376 -1.53890 0.158 0.479 -0.323
H 0.69326 -3.74801 -3.69531 -0.102 -0.158 -0.132
H 1.51601 -1.55950 -4.86743 -0.025 0.008 -0.173
H 2.56270 0.09569 -3.16523 0.070 0.211 -0.003
H 4.08588 0.64487 -0.97056 -0.040 0.016 -0.077
H 2.43541 1.26770 -1.05795 0.023 -0.014 -0.084
H 2.01228 -0.32270 2.37751 0.046 0.202 -0.068
H 0.16949 1.67493 3.50424 0.025 -0.125 0.041
H 0.37724 -0.02236 4.02849 -0.080 0.078 -0.120
H -0.54890 1.87374 1.22910 -0.018 -0.123 0.182
C -3.96722 0.94805 2.32329 -0.020 -0.125 0.040
H -3.42995 1.74381 2.83798 0.005 0.051 0.082
H -3.68150 0.00436 2.78761 -0.032 0.031 0.068
H -5.03587 1.09641 2.45493 -0.061 0.062 0.018
H -5.63516 0.74746 0.21625 -0.098 0.001 0.054
H -5.07896 0.75533 -2.17959 -0.074 -0.006 -0.061
H -2.72889 0.94551 -2.89807 0.046 0.000 -0.097
H -0.08178 2.06433 -1.00360 0.134 0.032 -0.017
H -0.42880 1.04178 -2.40693 0.035 -0.015 -0.061
H 0.04609 0.30973 -0.86717 0.082 -0.017 -0.003
```
Positions in Å, forces in eV/Å.

Computed properties:
E_LUMO   -0.34 eV
Gap between HOMO and LUMO   8.2251 eV
SMILES   Cc1cccc(C)c1NC(=O)CNC(=O)CCC(=O)c1cccs1
Highest occupied orbital energy   -8.56 eV
Total charge   0

Atom charges from the Löwdin analysis, given in e for atoms 1 to 8: -0.03, -0.20, -0.05, -0.08, -0.05, -0.20, -0.15, 0.14

3.
DFT (ωB97M-V/def2-TZVPD) results for C3H6N4O in the gas phase in a non-equilibrium geometry.

XYZ file:
```
14
Properties=species:S:1:pos:R:3:forces:R:3
C -1.57780 -0.64190 0.42751 0.545 0.539 -1.265
C 0.47972 -0.26647 -1.14424 -1.180 -3.047 -2.183
C 0.87619 1.43330 0.62292 0.038 0.590 4.708
H -2.13645 -0.83578 1.25404 -3.234 0.824 1.750
H -1.65083 0.21904 -0.36852 0.096 -1.875 1.869
H 0.38286 -2.32979 -0.95594 0.300 3.209 2.664
H 0.66133 1.62777 -1.41022 0.556 1.678 -1.520
H 1.59934 2.45554 0.41114 -2.482 -2.675 1.599
H 0.15174 -0.13803 1.94223 1.004 3.919 -0.649
N -0.68750 -1.54427 0.56562 -1.852 0.817 0.395
N 0.34022 -1.40852 -0.23260 3.830 -2.049 -5.839
N 0.52222 1.02120 -0.67157 0.310 -2.588 2.107
N 0.53540 0.95500 1.92022 1.682 -0.699 -6.097
O 0.50356 -0.54708 -2.36058 0.388 1.356 2.461
```
Positions in Å, forces in eV/Å.

Computed properties:
E_LUMO   0.41 eV
Gap between HOMO and LUMO   9.7323 eV
SMILES   [H]/N=C\NC(=O)NN=C
Highest occupied orbital energy   -9.32 eV
Total charge   0

Atom charges from the Löwdin analysis, given in e for atoms 1 to 8: -0.05, -0.49, -0.21, 0.04, 0.14, 0.23, 0.11, 0.17